C32H33BrCl4CrGe2IO4Se2 | the ωB97M-V functional and the def2-TZVPD basis

Output
- spin multiplicity = 2
- gap between HOMO and LUMO (spin up / spin down) (eV) = 5.76 / 6.03
- DFT total energy (hartree) = -16253.85290
- net charge = -2
- LUMO energy (spin up / spin down) (Ha) = 0.151 / 0.151
- expectation value of S² = 0.77

Each line ends with the Löwdin charge.
Geometry (Å):
Cr -0.01182 0.25737 -0.39149  -0.227
Cl -1.38874 4.21914 4.86392  0.604
C -0.57201 3.44914 3.54002  -0.715
C 0.63907 3.93570 3.08498  -0.713
Cl 1.36523 5.32206 3.83637  0.603
C 1.28129 3.31580 2.00298  -0.600
Cl 2.78280 3.91753 1.38482  0.676
C 0.71621 2.21124 1.38034  -0.418
O 1.21887 1.61888 0.32420  -0.314
C -0.49258 1.66661 1.89681  -0.443
O -0.92028 0.55896 1.32906  -0.345
C -1.13901 2.31710 2.93646  -0.621
Cl -2.65390 1.67374 3.48231  0.667
O -1.12130 -0.26216 -3.75349  -0.137
C -1.17496 -1.61196 -4.11267  -0.244
C -0.15406 -2.42566 -3.31855  -0.537
C 0.03509 -3.70522 -4.17083  -0.231
O 0.74536 -4.76711 -3.55127  -0.065
C -0.63146 -2.89907 -1.93995  -0.483
Se -1.37268 -1.66376 -0.61637  0.739
C 1.20813 -1.73400 -3.23917  -0.459
Se 1.48630 -0.08638 -2.19801  0.771
H -1.94935 0.17806 -3.96843  0.075
H -0.94575 -1.72048 -5.18695  0.122
H -2.16902 -2.05258 -3.94581  0.131
H 0.52294 -3.42487 -5.11472  0.117
H -0.95028 -4.11648 -4.41291  0.125
H 1.46191 -4.40196 -3.01799  0.042
H 0.20374 -3.39766 -1.45542  0.022
H -1.39960 -3.66588 -2.07561  0.068
H 1.53148 -1.46833 -4.24944  0.068
H 1.93956 -2.44705 -2.84694  0.033
C -1.25142 -2.52962 3.05708  -0.256
Ge 0.59813 -1.88304 3.11999  0.713
C 1.69728 -3.38125 3.82207  -0.251
C 0.66128 -0.55066 4.56202  -0.226
Ge 1.50517 -1.20321 0.94768  0.831
C 2.04371 -2.93286 0.13259  -0.333
C 3.12064 -3.01032 -0.74968  -0.128
C 3.47372 -4.20977 -1.35790  -0.108
C 2.75190 -5.36685 -1.09067  -0.120
C 1.67860 -5.31047 -0.21148  -0.092
C 1.33439 -4.10636 0.38855  -0.158
C 3.25579 -0.34623 1.32464  -0.303
C 3.80535 -0.42274 2.60259  -0.121
C 5.04584 0.13277 2.89833  -0.103
C 5.76707 0.78059 1.90866  -0.117
C 5.23356 0.87346 0.62975  -0.099
C 3.99179 0.32520 0.34594  -0.135
H -1.60179 -2.69620 4.07964  0.012
H -1.34851 -3.45826 2.49336  0.001
H -1.87273 -1.77199 2.58252  -0.003
H 1.24529 -3.73037 4.75490  0.007
H 2.71773 -3.05879 4.03440  0.002
H 1.74803 -4.21719 3.12374  -0.005
H 0.51960 -1.08100 5.50836  0.014
H -0.13682 0.17087 4.45055  -0.006
H 1.60755 -0.00991 4.60344  0.010
H 3.68391 -2.11250 -0.98140  0.092
H 4.31329 -4.23948 -2.04378  0.100
H 3.01539 -6.30013 -1.57420  0.097
H 1.09406 -6.20054 -0.00968  0.101
H 0.46611 -4.07605 1.03939  0.083
H 3.26480 -0.92242 3.39807  0.050
H 5.43862 0.06560 3.90670  0.091
H 6.72960 1.22517 2.13483  0.088
H 5.77634 1.39830 -0.14822  0.096
H 3.57299 0.44134 -0.64516  0.026
Br -4.09953 4.16330 -4.07197  0.603
C -4.55077 2.34794 -3.61276  -0.738
C -5.42441 1.67966 -4.46467  -0.178
C -5.78930 0.37718 -4.15731  -0.131
C -5.28645 -0.22940 -3.00831  -0.116
C -4.40797 0.46233 -2.18179  -0.157
C -4.03115 1.76610 -2.48641  -0.338
I -1.57530 2.43036 -1.45116  0.573
H -5.81178 2.17057 -5.34928  0.080
H -6.46205 -0.16139 -4.81442  0.085
H -5.57045 -1.24769 -2.76377  0.091
H -3.98516 -0.02403 -1.30947  0.063